The ion C6H13NO with charge -1, computed with the ωB97M-V functional and the def2-TZVPD basis.

The charge is -1. The expectation value of S² is 0.753. Its spin multiplicity is 2. Its HOMO energy (alpha / beta) is 0.037 / -3.195 eV. Its orbital gap (alpha / beta) is 4.19 / 7.34 eV.

Each line ends with the Mulliken spin population.
Element x y z (Å)
1 C 2.0250 -1.6993 -0.4939  0.015
2 C 0.9833 -1.5528 0.6182  0.114
3 N -0.2203 -0.8774 0.2546  0.014
4 C -1.9942 0.8880 -1.2083  0.039
5 C -1.5991 1.1783 0.2427  0.060
6 C -0.3729 0.5030 0.9022  0.121
7 C 0.8695 1.3493 0.7558  0.363
8 O 1.3642 1.6182 -0.3909  0.220
9 H 2.6352 -2.5932 -0.5012  -0.004
10 H 1.4872 -1.6296 -1.4517  -0.004
11 H 2.6316 -0.7941 -0.5371  -0.002
12 H 0.7792 -2.5917 0.9806  0.003
13 H 1.4223 -1.1036 1.5218  -0.110
14 H -0.2127 -0.6950 -0.7463  0.007
15 H -2.5294 1.7546 -1.5983  -0.022
16 H -1.1415 0.6493 -1.8394  0.028
17 H -2.6993 0.0523 -1.2513  -0.006
18 H -1.3904 2.2507 0.3154  -0.019
19 H -2.5070 1.0460 0.8524  0.041
20 H -0.6050 0.2621 1.9350  0.072
21 H 1.0744 1.9849 1.6399  0.070



An isolated molecule of C6H13NO, computed with the ωB97M-V functional and the def2-TZVPD basis.

The SMILES is NCCCCCC=O. Its spin multiplicity is 1. Its HOMO energy is -9.096 eV. Its orbital gap is 10.01 eV.

Each line ends with the natural charge from an NBO analysis.
Element x y z (Å)
1 O -3.4526 1.7294 0.8622  -0.527
2 C -2.2873 1.3888 0.8953  0.421
3 C -2.0171 0.0034 0.5938  -0.506
4 C -1.4514 -0.0703 -0.9994  -0.378
5 C 0.0325 0.3418 -1.2154  -0.418
6 C 0.9723 0.3392 0.0377  -0.428
7 C 1.6155 -1.0748 0.5036  -0.226
8 N 3.1283 -1.0304 0.3496  -0.862
9 H -1.3438 2.0240 1.0551  0.113
10 H -1.3254 -0.4860 1.2670  0.216
11 H -2.9270 -0.5779 0.6257  0.230
12 H -2.1442 0.5208 -1.7471  0.225
13 H -1.4637 -1.1260 -1.1438  0.207
14 H 0.4557 -0.4560 -1.8928  0.209
15 H 0.0747 1.3826 -1.6245  0.212
16 H 0.5434 0.7446 0.9593  0.196
17 H 1.8142 0.9604 -0.2306  0.213
18 H 1.2606 -1.8949 -0.1929  0.182
19 H 1.5606 -1.4284 1.5190  0.204
20 H 3.4368 -0.9243 -0.6321  0.360
21 H 3.5178 -0.3662 1.0104  0.357



A cluster of 2 separate species, C6H13NO in total, computed with the ωB97M-V functional and the def2-TZVPD basis.

The SMILES is C=CC(N)=C(C)C.O. Its spin multiplicity is 1. Its HOMO energy is -8.017 eV. Its orbital gap is 8.90 eV.

Each line ends with the natural charge from an NBO analysis.
Element x y z (Å)
1 C 0.6743 0.4146 1.9496  -0.644
2 N -1.3114 -1.1928 0.5031  -0.846
3 C -0.2577 -0.5346 -0.1383  0.134
4 C 0.7581 0.0929 0.4654  -0.081
5 C 1.8170 0.8419 -0.3003  -0.627
6 C 0.1132 -1.5763 -2.3630  -0.373
7 C -0.3670 -0.5814 -1.6336  -0.222
8 H 1.1735 -0.3562 2.5522  0.211
9 H -0.3554 0.5058 2.3013  0.215
10 H 1.2237 1.3316 2.1461  0.215
11 H -1.8039 -1.8264 -0.1039  0.388
12 H -1.1735 -1.5712 1.4260  0.388
13 H 1.8923 1.8791 0.0376  0.203
14 H 2.7990 0.3873 -0.1043  0.210
15 H 1.7053 0.8529 -1.3773  0.222
16 H 0.0324 -1.5576 -3.4474  0.200
17 H 0.5733 -2.4529 -1.9198  0.197
18 H -0.8496 0.2761 -2.0988  0.214
19 H -1.6793 2.3139 0.6636  0.475
20 H -2.4458 0.8945 0.7308  0.491
21 O -2.5187 1.8587 0.7109  -0.970



An isolated molecule of C6H13NO, computed with the ωB97M-V functional and the def2-TZVPD basis.

The SMILES is C=NOC[C@@H](C)CC. Its spin multiplicity is 1. Its HOMO energy is -9.673 eV. Its orbital gap is 10.80 eV.

Each line ends with the natural charge from an NBO analysis.
Element x y z (Å)
1 C 0.3737 1.1356 0.5147  -0.242
2 C -1.0630 0.8770 1.0150  -0.059
3 C 0.4673 1.0994 -1.0260  -0.399
4 C 1.3675 0.2085 1.2121  -0.615
5 C 1.0427 -0.1885 -1.6269  -0.612
6 C -1.8425 -2.3212 -0.0852  -0.138
7 O -1.7939 -0.1260 0.3366  -0.399
8 N -1.2235 -1.3752 0.4642  -0.132
9 H 0.6004 2.1606 0.8366  0.204
10 H -1.0369 0.6541 2.0891  0.176
11 H -1.6789 1.7657 0.8536  0.193
12 H 1.0988 1.9308 -1.3543  0.200
13 H -0.5249 1.2556 -1.4335  0.206
14 H 2.3837 0.4468 0.9052  0.202
15 H 1.1559 -0.8302 0.9800  0.227
16 H 1.2987 0.3412 2.2910  0.205
17 H -2.7657 -2.2098 -0.6272  0.172
18 H -1.4148 -3.3060 0.0139  0.191
19 H 2.0822 -0.3349 -1.3273  0.201
20 H 1.0089 -0.1254 -2.7119  0.208
21 H 0.4642 -1.0580 -1.3197  0.211



An isolated molecule of C6H13NO, computed with the ωB97M-V functional and the def2-TZVPD basis.

The SMILES is CCC[C@@H](C)NC=O. Its spin multiplicity is 1. Its HOMO energy is -9.643 eV. Its orbital gap is 10.54 eV.

Each line ends with the natural charge from an NBO analysis.
Element x y z (Å)
1 O -1.6192 2.0904 0.5995  -0.606
2 C -1.5550 1.2929 1.5060  0.532
3 N -0.8222 0.1219 1.4282  -0.623
4 C -0.3559 -0.3275 0.1099  -0.077
5 C 1.1349 -0.6872 0.2359  -0.393
6 C 1.9289 -0.8779 -1.0666  -0.392
7 C 1.9468 0.4503 -1.9066  -0.610
8 C -1.1390 -1.5643 -0.3919  -0.635
9 H -2.0329 1.4570 2.4799  0.114
10 H -0.8764 -0.6059 2.1151  0.392
11 H -0.4128 0.4799 -0.5945  0.234
12 H 1.5932 0.0220 0.9340  0.210
13 H 1.1954 -1.6252 0.8193  0.186
14 H 1.4639 -1.6788 -1.6354  0.197
15 H 2.9567 -1.0993 -0.7933  0.207
16 H 2.4850 1.2303 -1.3842  0.210
17 H 0.9334 0.7445 -2.1635  0.201
18 H 2.3973 0.1274 -2.8452  0.209
19 H -1.5370 -1.3466 -1.3870  0.222
20 H -2.0561 -1.7546 0.1721  0.217
21 H -0.5331 -2.4665 -0.3979  0.208



A cluster of 2 separate species, C6H13NO in total, computed with the ωB97M-V functional and the def2-TZVPD basis.

Its spin multiplicity is 1. Its HOMO energy is -7.756 eV. Its orbital gap is 5.96 eV.

Each line ends with the natural charge from an NBO analysis.
Element x y z (Å)
1 C -0.2525 -2.9092 -0.8355  -0.708
2 N 1.0684 -0.0140 -0.7730  -0.777
3 C 0.0741 -0.6257 0.1987  0.107
4 C 0.1270 -2.1292 0.3596  -0.049
5 C 0.6690 1.5557 1.6362  -0.614
6 C -0.2436 0.3104 1.3917  -0.349
7 C -1.2485 0.6001 0.4800  -0.302
8 H -0.1116 -4.0105 -0.8950  0.236
9 H 0.1918 -2.3406 -1.7639  0.240
10 H -1.3426 -2.8394 -1.1747  0.255
11 H 1.5096 -0.8496 -1.1804  0.365
12 H 0.5804 0.5766 -1.4604  0.384
13 H 0.6654 -2.6323 1.1149  0.215
14 H 1.7437 1.3783 1.7726  0.211
15 H 0.4502 2.1564 2.5550  0.219
16 H 0.6804 2.2793 0.7693  0.215
17 H -0.4023 -0.2238 2.2780  0.195
18 H -2.2054 0.0944 0.2613  0.180
19 H -0.9370 2.1305 -1.0838  0.487
20 H 0.3806 2.3346 -1.3492  0.443
21 O -0.4294 2.6540 -1.7271  -0.953



A cluster of 2 separate species, C6H13NO in total, computed with the ωB97M-V functional and the def2-TZVPD basis.

The SMILES is C/C=C/C/C=C/N.O. Its spin multiplicity is 1. Its HOMO energy is -8.150 eV. Its orbital gap is 9.07 eV.

Each line ends with the natural charge from an NBO analysis.
Element x y z (Å)
1 C -1.4924 0.8537 -1.2760  -0.282
2 C -2.2382 -0.2083 -0.9910  0.004
3 N -3.6441 -0.2504 -1.1244  -0.809
4 C -0.0236 0.8858 -0.9186  -0.462
5 C 0.3878 -0.0790 0.1878  -0.176
6 C 0.3008 0.0999 1.4880  -0.183
7 C 0.7038 -0.9587 2.4824  -0.637
8 H -1.8346 1.6724 -1.8983  0.196
9 H -1.8163 -1.0645 -0.4839  0.193
10 H -4.0669 -1.0069 -1.6154  0.368
11 H -3.9027 0.5911 -1.6040  0.355
12 H 0.3736 1.8124 -0.4707  0.213
13 H 0.6383 0.7067 -1.7715  0.205
14 H 0.7464 -1.0214 -0.2254  0.185
15 H -0.0847 1.0148 1.9315  0.191
16 H -0.1831 -1.4638 2.8699  0.213
17 H 1.3696 -1.6543 1.9666  0.213
18 H 1.2826 -0.5730 3.3227  0.210
19 H 4.2437 0.0399 -1.3614  0.470
20 H 4.8361 0.6938 -0.0589  0.475
21 O 4.4040 -0.0902 -0.4493  -0.945



A cluster of 2 separate species, C6H13NO in total, computed with the ωB97M-V functional and the def2-TZVPD basis.

The SMILES is C=C(C)[C@@H](C)O.C=N. Its spin multiplicity is 1. Its HOMO energy is -9.256 eV. Its orbital gap is 10.12 eV.

Each line ends with the natural charge from an NBO analysis.
Element x y z (Å)
1 C -1.0307 0.6146 -0.0882  0.062
2 C -0.5062 2.0263 -0.2792  -0.640
3 C 0.7495 0.0081 -2.0549  -0.653
4 C -0.2462 -0.4789 -1.0432  -0.067
5 C -0.2996 -1.7545 -0.6720  -0.366
6 O -2.3783 0.4760 -0.4040  -0.701
7 H -2.0447 0.1681 -1.3707  0.478
8 H -0.8818 0.2676 0.9415  0.201
9 H -1.1073 2.6936 0.3390  0.223
10 H -0.6103 2.3546 -1.3136  0.202
11 H 0.5314 2.0981 0.0281  0.205
12 H 1.5387 0.5943 -1.5881  0.215
13 H 1.2265 -0.8312 -2.5563  0.217
14 H 0.2699 0.6336 -2.8047  0.212
15 H 0.3433 -2.5124 -1.0938  0.189
16 H -0.9463 -2.0679 0.1329  0.214
17 C 1.3922 -0.7060 2.5772  -0.036
18 N 0.1913 -1.0577 2.6710  -0.602
19 H -0.0536 -1.4862 3.5640  0.339
20 H 2.1465 -0.7966 3.3673  0.148
21 H 1.7157 -0.2436 1.6477  0.158



A cluster of 2 separate species, C6H13NO in total, computed with the ωB97M-V functional and the def2-TZVPD basis.

The SMILES is C=C=CO.CCNC. Its spin multiplicity is 1. Its HOMO energy (alpha / beta) is -6.983 / -6.980 eV. Its orbital gap (alpha / beta) is 7.67 / 7.67 eV.

Each line ends with the natural charge from an NBO analysis.
Element x y z (Å)
1 C 0.5025 -0.3679 1.4377  0.138
2 C -0.4460 0.1713 -1.5474  -0.199
3 C -0.9031 2.0380 0.2977  -0.413
4 C -1.6880 -0.6446 -1.2493  -0.635
5 N 0.0350 1.1371 -0.3396  -0.645
6 C 1.1097 -1.3959 0.7960  -0.159
7 C 2.1449 -2.0943 0.4245  -0.436
8 O 1.2478 0.4401 2.2802  -0.692
9 H 2.1861 0.2695 2.0931  0.480
10 H 1.0336 1.2351 -0.2003  0.389
11 H -0.5265 -0.4638 1.7674  0.194
12 H -0.6471 0.8748 -2.3584  0.184
13 H 0.3794 -0.4709 -1.8539  0.210
14 H -1.2167 2.8488 -0.3642  0.170
15 H -1.8019 1.4954 0.6009  0.182
16 H -0.4434 2.5019 1.1772  0.216
17 H 2.1199 -2.6440 -0.5126  0.195
18 H 2.9589 -2.3264 1.1112  0.179
19 H -2.5119 -0.0396 -0.8612  0.206
20 H -1.4875 -1.4407 -0.5303  0.218
21 H -2.0458 -1.1239 -2.1688  0.219



A cluster of 2 separate species, C6H13NO in total, computed with the ωB97M-V functional and the def2-TZVPD basis.

The SMILES is C=CN=C.CCCO. Its spin multiplicity is 1. Its HOMO energy is -9.748 eV. Its orbital gap is 10.11 eV.

Each line ends with the natural charge from an NBO analysis.
Element x y z (Å)
1 C 0.6038 2.4537 0.5224  -0.050
2 C 1.1560 1.9461 -0.5765  -0.404
3 C 0.3081 2.4181 2.7569  -0.010
4 N 0.0819 1.8229 1.6584  -0.439
5 H 0.6534 3.5454 0.5981  0.170
6 H 1.2883 0.8870 -0.7548  0.197
7 H 1.4244 2.6402 -1.3580  0.212
8 H 0.0095 1.9509 3.6884  0.183
9 H 0.9544 3.2952 2.8326  0.149
10 H 0.0203 -0.2490 0.9955  0.482
11 C 0.3682 -1.8163 -0.0925  -0.064
12 O -0.2822 -1.1690 0.9923  -0.734
13 C -0.3423 -1.5531 -1.4041  -0.421
14 C -1.7198 -2.2191 -1.4864  -0.605
15 H 0.3991 -2.8835 0.1365  0.171
16 H 1.4196 -1.5014 -0.1607  0.152
17 H 0.2615 -1.9261 -2.2365  0.197
18 H -0.4399 -0.4701 -1.5196  0.196
19 H -2.1132 -2.0604 -2.4928  0.203
20 H -2.4275 -1.8167 -0.7659  0.217
21 H -1.6237 -3.2948 -1.3335  0.198



A structure of composition C6H13NO, computed with the ωB97M-V functional and the def2-TZVPD basis.

Its spin multiplicity is 1. Its HOMO energy (alpha / beta) is -8.309 / -8.310 eV. Its orbital gap (alpha / beta) is 9.04 / 9.04 eV.

Each line ends with the natural charge from an NBO analysis.
Element x y z (Å)
1 C 0.4497 -0.0820 -1.2372  0.515
2 C 0.0080 0.6376 1.1942  -0.200
3 C 0.9373 0.6965 -0.0510  -0.464
4 C 0.5834 -1.5700 -1.2722  -0.708
5 C -0.1326 -0.7541 1.8149  -0.613
6 C -1.3635 1.2490 0.9020  -0.609
7 N -0.3301 0.5300 -2.1515  -0.406
8 O 0.9443 1.0006 -2.6560  -0.507
9 H -0.7743 -0.0888 -2.8290  0.340
10 H 0.5092 1.2739 1.9316  0.205
11 H 1.0426 1.7339 -0.3586  0.253
12 H 1.9265 0.3227 0.2256  0.218
13 H 1.1721 -1.8141 -2.1646  0.264
14 H 1.0901 -1.9792 -0.4010  0.230
15 H -0.3962 -2.0458 -1.3814  0.233
16 H -1.9179 0.6458 0.1802  0.204
17 H -0.7393 -1.4137 1.1913  0.197
18 H -0.6281 -0.6832 2.7858  0.216
19 H 0.8410 -1.2243 1.9734  0.205
20 H -1.2674 2.2524 0.4851  0.219
21 H -1.9548 1.3128 1.8183  0.207



The ion C6H13NO with charge +1, computed with the ωB97M-V functional and the def2-TZVPD basis.

The charge is +1. The expectation value of S² is 0.755. Its spin multiplicity is 2. Its HOMO energy (alpha / beta) is -14.769 / -14.758 eV. Its orbital gap (alpha / beta) is 10.47 / 5.63 eV.

Each line ends with the Mulliken spin population.
Element x y z (Å)
1 O 3.0683 -1.8335 0.7001  0.030
2 C 2.4415 -1.9064 -0.3604  0.014
3 C 1.1608 -1.0923 -0.6251  0.018
4 C 0.3683 -0.8116 0.6780  0.123
5 C -0.2466 0.5690 0.7986  0.014
6 C -1.4353 1.1354 -0.1078  -0.001
7 C -1.7354 2.6230 0.6202  0.003
8 N 0.4358 -1.7996 -1.6769  0.763
9 H 2.7739 -2.4730 -1.2430  -0.004
10 H 1.5369 -0.1057 -1.2077  0.023
11 H -0.3809 -1.6129 0.7868  0.009
12 H 1.0764 -1.0059 1.5211  0.015
13 H -0.5707 0.5920 1.8783  0.020
14 H 0.5401 1.3211 0.7367  -0.001
15 H -2.4184 0.4880 0.0098  0.000
16 H -1.2559 1.2590 -1.1873  0.003
17 H -2.8202 2.8833 0.4940  0.000
18 H -1.0547 3.3257 -0.0060  0.000
19 H -1.4904 2.5616 1.6735  0.000
20 H 0.3895 -2.7934 -1.4423  -0.015
21 H -0.3830 -1.3237 -2.0408  -0.012



In Eh, the DFT total energy values for the records above are, in order, -366.34344, -366.33611, -366.36855, -366.32885, -366.40828, -366.12802, -366.34820, -366.30970, -366.23044, -366.33830, -366.27885, -366.00781.
In kcal per mole, the energy above the lowest of the compared OMol25 structures with the same formula, charge and spin values for the records above are, in order, 18.8, 61.4, 41.0, 65.9, 16.1, 191.9, 53.8, 77.9, 127.7, 60.0, 97.3, 64.1.
In Eh/bohr, the maximum force values for the records above are, in order, 0.0456, 0.0650, 0.0291, 0.0230, 0.0421, 0.0980, 0.0406, 0.0847, 0.0805, 0.0292, 0.0449, 0.0782.